# 1
9
Properties=species:S:1:pos:R:3 method="wB97M-V/def2-TZVPD" gap_ha=0.3221 lumo_energy_ev=-6.57 total_charge=+1
C -0.117 0.850 0.798
C 0.150 -0.411 1.065
C -0.087 0.576 -1.653
C 0.152 -1.690 1.463
O 0.296 -2.775 1.796
O -0.112 1.453 -0.808
H -0.152 1.724 1.336
H -0.171 0.741 -2.715
H 0.040 -0.468 -1.282



# 2
13
Properties=species:S:1:pos:R:3 method="wB97M-V/def2-TZVPD" gap_ha=0.3859 lumo_energy_ev=0.63
C 1.257 -0.241 0.762
C -0.242 -0.114 0.441
N -0.790 1.156 1.009
C -0.688 -0.220 -1.010
O -1.805 -0.038 -1.390
O 0.257 -0.893 -1.753
H 1.473 0.546 1.486
H 1.525 -1.238 1.091
H 1.840 -0.093 -0.149
H -0.721 -0.976 0.917
H -0.209 1.850 0.557
H -1.737 1.269 0.670
H -0.160 -1.008 -2.631



# 3
9
Properties=species:S:1:pos:R:3 method="wB97M-V/def2-TZVPD" spin_multiplicity=3 gap_ha="0.1358 / 0.2982" lumo_energy_ev="-16.63 / -15.61" total_charge=+3
C -0.592 0.728 0.385
C -1.769 0.668 -0.232
H -2.352 1.580 -0.407
H -0.167 1.495 1.036
H -2.131 -0.253 -0.697
O 1.918 -0.932 -0.176
C 0.902 -0.996 0.461
O 0.331 -1.717 1.204
Ce 3.860 -0.574 -1.573



Relative energy (zero: lowest compared OMol25 entry of this formula, charge and spin)
In order: 51.7 18.4 97.3
Unit: kcal per mole
F_max
In order: 5.3 2.8 5.0
Unit: eV/A